C5H12O4 | the ωB97M-V functional and the def2-TZVPD basis

```
21
Properties=species:S:1:pos:R:3:mulliken_charge:R:1
C -1.13 -1.08 -0.51 0.447
C -2.54 -1.37 -0.10 -1.180
O -0.56 0.11 0.66 -0.387
O -1.39 1.27 0.51 -0.305
O -0.95 -0.55 -1.69 -0.680
H -1.34 1.45 -0.45 0.386
H 0.08 0.15 -1.68 0.441
H -0.41 -1.83 -0.18 0.197
H -2.91 -2.19 -0.72 0.372
H -2.59 -1.66 0.95 0.320
H -3.17 -0.50 -0.27 0.285
C 1.54 1.80 0.83 -1.417
C 1.94 -0.63 0.18 -1.394
C 1.22 0.66 -0.09 1.374
O 0.88 0.96 -1.29 -0.631
H 1.73 -1.01 1.18 0.333
H 3.02 -0.43 0.12 0.424
H 1.71 -1.39 -0.57 0.334
H 1.52 1.48 1.87 0.317
H 2.54 2.17 0.59 0.429
H 0.81 2.60 0.69 0.335
```

Properties
- Orbital gap: 10.5 eV
- HOMO: -9.75 eV
- Spin multiplicity: 1

=====

C5H12O5P2 | the ωB97M-V functional and the def2-TZVPD basis

```
24
Properties=species:S:1:pos:R:3:mulliken_charge:R:1
C -2.35 3.21 2.12 -0.581
C -1.16 2.36 1.83 0.008
O -0.97 1.09 2.60 -0.299
P -0.98 -0.13 1.31 0.834
O -2.30 0.11 0.48 -0.573
O -0.87 -1.67 2.12 -0.171
O -1.55 -2.60 1.51 -0.344
O 0.51 0.10 0.43 -0.171
P 0.27 0.09 -1.30 0.215
C -0.75 -1.40 -1.91 -0.736
C 2.06 -0.26 -2.00 -0.496
C 3.20 -0.33 -0.81 -0.901
H -3.43 2.79 1.87 0.223
H -2.27 4.27 2.62 0.252
H -0.39 2.66 0.97 0.263
H -0.97 -3.41 1.31 0.338
H -0.25 -1.97 -2.80 0.356
H -1.03 -2.08 -0.99 0.127
H -1.78 -0.95 -2.33 0.251
H 2.40 0.54 -2.79 0.341
H 2.04 -1.30 -2.57 0.277
H 3.59 0.75 -0.52 0.252
H 4.14 -0.90 -1.28 0.301
H 2.88 -0.94 0.13 0.237
```

Properties
- Orbital gap: 8.0 eV
- SMILES: C=CO[P@](=O)(OO)OP(C)CC
- HOMO: -8.27 eV
- Spin multiplicity: 1

=====

C5H12OS | the ωB97M-V functional and the def2-TZVPD basis

```
19
Properties=species:S:1:pos:R:3:mulliken_charge:R:1
C -1.97 2.20 -1.47 -0.812
C -0.66 1.51 -1.93 0.048
O 0.18 2.11 -2.62 -0.531
H -2.16 1.89 -0.38 0.238
H -2.82 1.94 -2.10 0.283
H -1.76 3.32 -1.41 0.273
H -0.57 0.49 -1.63 0.447
C -1.04 -1.65 0.40 -1.025
C 0.40 -1.66 1.01 -0.398
S 1.19 -0.07 0.59 -0.020
C 2.77 -0.18 1.48 -0.836
H -1.74 -2.44 0.78 0.337
H -0.98 -1.87 -0.71 0.266
H -1.45 -0.67 0.55 0.232
H 0.86 -2.51 0.49 0.312
H 0.40 -1.72 2.08 0.363
H 2.63 -0.38 2.57 0.263
H 3.33 -1.03 1.00 0.256
H 3.37 0.72 1.29 0.303
```

Properties
- Orbital gap: 9.6 eV
- SMILES: CC=O.CCSC
- HOMO: -8.66 eV
- Spin multiplicity: 1

=====

C5H12OSi | the ωB97M-V functional and the def2-TZVPD basis

```
19
Properties=species:S:1:pos:R:3:mulliken_charge:R:1
C -1.94 0.34 0.41 -1.307
C -0.70 1.18 0.15 0.485
C -0.05 1.28 -1.25 -1.211
Si 0.44 1.09 1.73 0.396
O 0.86 2.20 2.66 -0.550
H -1.91 -0.83 0.43 0.268
H -2.28 0.54 1.47 0.384
H -2.79 0.64 -0.18 0.340
H -1.07 2.22 0.26 0.211
H 0.38 0.39 -1.66 0.309
H 0.65 2.16 -1.16 0.381
H -0.88 1.81 -1.76 0.336
H 0.46 -0.30 2.03 -0.050
C 1.75 -2.66 -0.78 -0.490
C 2.67 -1.81 -0.34 -0.551
H 1.51 -2.80 -1.75 0.348
H 1.45 -3.56 -0.10 0.184
H 3.16 -1.03 -0.89 0.293
H 2.88 -1.72 0.73 0.224
```

Properties
- Orbital gap: 9.9 eV
- SMILES: CC(C)[SiH]=O.C=C
- HOMO: -9.82 eV
- Spin multiplicity: 1

=====

C5H12P2 | the ωB97M-V functional and the def2-TZVPD basis

```
19
Properties=species:S:1:pos:R:3:mulliken_charge:R:1
C -2.76 1.20 0.46 -0.604
P -1.33 0.42 0.42 0.072
C -1.94 -0.97 -0.73 -0.725
C -0.89 -2.12 -0.97 -1.044
H -2.67 2.06 1.07 0.288
H -3.68 0.97 -0.05 0.267
H -2.74 -1.43 -0.29 0.452
H -2.28 -0.55 -1.66 0.414
H -1.01 -2.74 -1.87 0.303
H 0.10 -1.91 -0.73 0.247
H -1.13 -2.77 -0.16 0.332
C 1.09 1.82 -0.75 -0.630
P 2.24 0.66 -0.48 0.046
C 2.77 0.99 1.34 -0.886
H 0.50 1.98 -1.78 0.309
H 1.08 2.77 -0.23 0.314
H 3.90 1.06 1.28 0.320
H 2.33 1.91 1.66 0.275
H 2.41 0.12 1.99 0.248
```

Properties
- Orbital gap: 8.6 eV
- SMILES: C=PCC.C=PC
- HOMO: -8.57 eV
- Spin multiplicity: 1

=====

C5H12P2S | the ωB97M-V functional and the def2-TZVPD basis

```
20
Properties=species:S:1:pos:R:3:mulliken_charge:R:1
C 0.68 -0.28 -1.68 -1.010
C 0.05 -1.41 -0.86 -0.656
C -0.10 1.00 -1.37 -0.816
C -1.29 -1.66 1.75 -1.039
C 1.66 1.81 1.36 -1.020
P 0.18 -0.92 0.93 0.026
P -0.64 1.02 0.38 0.164
S -2.51 1.50 0.34 -0.375
H 1.70 -0.28 -1.59 0.421
H 0.62 -0.43 -2.68 0.453
H -0.97 -1.38 -1.26 0.350
H 0.53 -2.32 -1.19 0.478
H 0.38 1.83 -1.68 0.518
H -0.94 1.06 -2.14 0.422
H -2.10 -1.78 1.00 0.310
H -1.60 -0.88 2.32 0.356
H -1.10 -2.54 2.35 0.352
H 2.11 1.25 0.57 0.382
H 1.25 2.80 1.14 0.347
H 2.08 1.61 2.32 0.337
```

Properties
- Orbital gap (alpha / beta): 7.3 / 7.3 eV
- HOMO (alpha / beta): -7.75 / -8.13 eV
- Spin multiplicity: 1

=====

C5H12S | the ωB97M-V functional and the def2-TZVPD basis

```
18
Properties=species:S:1:pos:R:3:mulliken_charge:R:1
C -2.74 -1.37 -0.23 -0.695
C -2.22 -0.13 -0.29 0.037
C -2.72 1.14 0.40 -1.141
H -2.47 -2.20 -0.91 0.220
H -3.33 -1.63 0.52 0.305
H -1.61 0.24 -1.21 0.262
H -3.35 1.68 -0.36 0.255
H -3.15 0.82 1.26 0.410
H -1.95 1.73 0.55 0.322
C 3.25 0.53 0.28 -1.267
C 2.43 -0.31 -0.74 -0.267
S 0.90 -0.76 0.24 -0.219
H 2.68 0.94 1.19 0.287
H 3.90 -0.11 0.67 0.439
H 3.87 1.32 -0.02 0.376
H 2.85 -1.22 -1.14 0.333
H 2.06 0.32 -1.60 0.240
H 1.59 -0.99 1.38 0.103
```

Properties
- Orbital gap: 9.9 eV
- SMILES: C=CC.CCS
- HOMO: -8.87 eV
- Spin multiplicity: 1

=====

C5H12S | the ωB97M-V functional and the def2-TZVPD basis

```
18
Properties=species:S:1:pos:R:3:mulliken_charge:R:1
C 2.82 0.85 -0.02 -0.884
C 3.15 -0.29 0.58 0.284
C 3.11 -1.56 -0.11 -0.898
H 2.63 1.89 0.49 0.190
H 2.49 1.02 -1.01 0.259
H 3.64 -0.13 1.57 0.284
H 3.86 -2.26 0.22 0.314
H 2.03 -2.04 0.10 0.159
H 3.10 -1.30 -1.17 0.298
C -3.91 0.58 -0.45 -0.819
C -2.70 0.45 0.54 -0.539
S -1.52 -0.88 0.11 -0.196
H -4.48 -0.39 -0.70 0.266
H -4.61 1.44 -0.17 0.289
H -3.54 0.93 -1.46 0.251
H -3.15 0.25 1.48 0.317
H -2.05 1.37 0.71 0.301
H -0.87 0.07 -0.70 0.125
```

Properties
- Orbital gap: 9.9 eV
- SMILES: C=CC.CCS
- HOMO: -9.05 eV
- Spin multiplicity: 1

=====

C5H12S | the ωB97M-V functional and the def2-TZVPD basis

```
18
Properties=species:S:1:pos:R:3:mulliken_charge:R:1
C -0.93 1.19 1.20 -1.462
C 0.04 0.59 0.22 0.372
C 1.31 0.17 0.96 -1.292
C -0.56 -0.41 -0.80 0.036
C 0.52 -0.74 -1.87 -1.354
S -0.99 -1.98 -0.08 -0.259
H -0.97 0.35 2.01 0.321
H -0.42 2.03 1.72 0.353
H -1.90 1.28 0.82 0.400
H 0.25 1.39 -0.60 0.226
H 2.12 -0.34 0.46 0.370
H 0.87 -0.48 1.68 0.437
H 1.65 1.04 1.56 0.311
H -1.36 -0.01 -1.41 0.462
H 1.55 -0.41 -1.73 0.333
H 0.67 -1.87 -1.97 0.350
H 0.22 -0.26 -2.83 0.279
H -2.07 -1.53 0.67 0.117
```

Properties
- Orbital gap: 9.8 eV
- SMILES: CC(C)[C@@H](C)S
- HOMO: -8.96 eV
- Spin multiplicity: 1

=====

C5H12S | the ωB97M-V functional and the def2-TZVPD basis

```
18
Properties=species:S:1:pos:R:3:mulliken_charge:R:1
C -1.32 1.04 -1.05 -1.288
C -0.17 0.00 -0.99 -0.942
C 0.37 -0.44 0.39 1.222
C 1.53 -1.25 0.08 -1.428
C 0.44 0.70 1.37 -1.477
S -1.10 -1.54 0.91 -0.271
H -2.22 0.60 -1.07 0.454
H -1.24 1.67 -1.93 0.356
H -1.22 1.67 -0.14 0.273
H 0.72 0.50 -1.48 0.390
H -0.45 -0.82 -1.60 0.413
H 2.18 -0.50 -0.46 0.346
H 1.25 -2.06 -0.61 0.348
H 2.05 -1.67 0.90 0.441
H 1.17 0.30 2.11 0.382
H 0.73 1.60 0.83 0.345
H -0.49 0.90 1.96 0.309
H -2.24 -0.71 0.78 0.126
```

Properties
- Orbital gap: 9.5 eV
- SMILES: CCC(C)(C)S
- HOMO: -8.72 eV
- Spin multiplicity: 1

=====

C5H12S | the ωB97M-V functional and the def2-TZVPD basis

```
18
Properties=species:S:1:pos:R:3:mulliken_charge:R:1
C -0.31 1.67 2.20 -0.754
C -0.23 0.32 1.91 -0.048
C -1.37 -0.76 1.87 -0.862
H 0.64 2.24 2.08 0.250
H -1.31 1.95 2.66 0.228
H 0.64 -0.28 2.00 0.393
H -1.23 -1.55 2.68 0.291
H -1.10 -1.45 1.05 0.162
H -2.34 -0.23 1.80 0.321
C -0.74 -0.08 -2.05 -0.812
S 0.47 -0.75 -1.01 -0.045
C 1.72 0.46 -1.38 -0.905
H -1.28 0.94 -1.79 0.282
H -0.29 -0.19 -3.18 0.289
H -1.60 -0.84 -1.90 0.283
H 2.39 0.48 -0.53 0.297
H 1.30 1.35 -1.78 0.304
H 2.29 0.00 -2.23 0.327
```

Properties
- Orbital gap: 9.0 eV
- SMILES: C=CC.CSC
- HOMO: -8.12 eV
- Spin multiplicity: 1

=====

C5H12Si | the ωB97M-V functional and the def2-TZVPD basis

```
18
Properties=species:S:1:pos:R:3:mulliken_charge:R:1
C -0.25 1.29 -0.20 -1.004
C 0.20 -0.05 0.51 0.116
C 2.79 -0.08 0.02 -1.118
C -3.17 -0.22 0.45 -0.871
C 1.41 -0.76 -0.14 -0.405
Si -1.48 -0.10 -0.44 0.044
H -0.45 2.17 0.45 0.292
H 0.33 1.60 -0.99 0.384
H 0.27 -0.05 1.67 0.340
H 3.62 -0.82 0.02 0.313
H 2.83 0.34 1.03 0.311
H 3.02 0.89 -0.48 0.318
H -3.97 -0.03 -0.24 0.275
H -3.26 -1.15 0.91 0.319
H -3.04 0.67 1.09 0.280
H 1.58 -1.72 0.37 0.264
H 1.15 -0.80 -1.26 0.230
H -1.58 -1.18 -2.77 -0.090
```

Properties
- Orbital gap (alpha / beta): 8.3 / 8.3 eV
- HOMO (alpha / beta): -8.74 / -8.75 eV
- Spin multiplicity: 1

=====

C5H12Si | the ωB97M-V functional and the def2-TZVPD basis

```
18
Properties=species:S:1:pos:R:3:mulliken_charge:R:1
C -0.85 1.79 0.46 0.116
C -0.77 0.62 -0.11 0.032
C 0.19 2.30 1.31 -0.888
C -1.65 -0.05 -1.14 -1.530
C 1.48 -2.31 -0.92 -0.918
Si 0.70 -1.50 0.62 0.485
H -1.53 2.59 -0.03 0.208
H 0.76 1.42 1.53 0.152
H 0.85 3.00 0.86 0.256
H -0.12 2.82 2.26 0.281
H -0.99 -0.35 -1.85 0.372
H -2.10 -0.84 -0.55 0.316
H -2.37 0.60 -1.48 0.457
H 0.69 -2.92 -1.40 0.276
H 1.58 -1.45 -1.56 0.271
H 2.44 -2.75 -0.72 0.351
H -0.08 -2.28 1.67 -0.092
H 1.78 -0.70 1.05 -0.144
```

Properties
- Orbital gap: 8.7 eV
- HOMO: -8.18 eV
- Spin multiplicity: 1

=====

C5H13AlO6P | the ωB97M-V functional and the def2-TZVPD basis

```
26
Properties=species:S:1:pos:R:3:mulliken_charge:R:1
C -2.01 -1.83 0.13 -1.055
C -0.79 -1.84 -0.80 0.292
C 0.56 -2.06 -0.10 -0.728
O 1.24 -0.89 0.24 -0.402
C 0.76 -0.25 1.42 0.450
C 1.80 0.75 1.93 -0.718
O 1.71 1.94 1.17 -0.467
Al 0.00 2.16 0.76 0.468
P -0.22 2.41 -1.59 0.788
O -0.50 3.83 -1.92 -0.693
O 1.12 1.87 -2.36 -0.555
O -1.31 1.45 -2.32 -0.518
O -0.41 0.44 1.20 -0.632
H -2.56 -0.90 0.00 0.227
H -1.72 -1.85 1.17 0.307
H -2.70 -2.64 -0.10 0.339
H -0.73 -0.92 -1.36 -0.436
H -0.91 -2.65 -1.52 0.514
H 1.22 -2.59 -0.79 0.334
H 0.42 -2.70 0.77 0.388
H 0.64 -1.03 2.19 0.335
H 1.45 0.97 2.94 0.252
H 2.82 0.36 1.92 0.320
H -0.84 3.15 1.67 -0.393
H 1.86 2.03 -1.76 0.318
H -0.89 0.80 -2.89 0.265
```

Properties
- Orbital gap: 8.6 eV
- HOMO: -5.16 eV
- Spin multiplicity: 1
- Charge: -1

=====

C5H13Cl2N2PS | the ωB97M-V functional and the def2-TZVPD basis

```
24
Properties=species:S:1:pos:R:3:mulliken_charge:R:1
C 0.71 1.07 1.72 -0.774
C 0.50 2.74 -0.13 -1.065
C -0.52 -1.54 0.82 -1.153
C 1.57 -2.16 -0.43 -1.009
C -2.79 -0.34 -1.31 -0.129
N 0.72 1.35 0.26 0.100
N 0.48 -1.23 -0.11 0.184
P 0.30 0.22 -0.93 0.373
S 1.31 0.32 -2.53 -0.432
Cl -2.61 -0.14 -2.99 -0.118
Cl -3.71 0.82 -0.57 -0.126
H 1.52 1.72 2.18 0.323
H -0.27 1.15 2.29 0.229
H 1.00 0.08 1.62 0.278
H -0.42 3.09 0.30 0.323
H 1.22 3.40 0.17 0.385
H 0.56 2.76 -1.22 0.314
H -1.10 -2.46 0.41 0.228
H -0.12 -1.79 1.86 0.335
H -1.07 -0.70 1.01 0.477
H 2.16 -1.72 -1.13 0.365
H 2.20 -2.20 0.49 0.259
H 1.06 -3.05 -0.83 0.304
H -2.70 -1.36 -0.94 0.328
```

Properties
- Orbital gap (alpha / beta): 7.1 / 7.4 eV
- HOMO (alpha / beta): -7.31 / -8.09 eV
- Spin multiplicity: 1

=====

C5H13Cl2NSi | the ωB97M-V functional and the def2-TZVPD basis

```
22
Properties=species:S:1:pos:R:3:mulliken_charge:R:1
C -1.60 1.96 -0.75 -0.481
C 0.78 -2.40 -0.88 -1.373
C -0.60 -1.75 1.01 -1.190
C -0.48 2.71 0.04 -0.697
C 0.88 -1.72 0.54 0.130
N -0.05 2.21 1.32 -0.465
Si 1.60 0.04 0.07 0.429
Cl 1.96 0.38 -1.91 -0.221
Cl 3.41 0.33 1.04 -0.291
H -2.00 2.48 -1.66 0.336
H -1.08 1.09 -1.05 -0.002
H -2.52 1.70 -0.03 0.212
H -0.01 -1.96 -1.56 0.348
H 1.78 -2.42 -1.51 0.316
H 0.44 -3.47 -0.98 0.360
H -1.24 -0.94 0.58 0.226
H -0.55 -1.46 2.03 0.377
H -0.96 -2.82 0.88 0.360
H 0.36 2.99 -0.49 0.445
H -0.83 3.69 0.40 0.364
H 1.50 -2.23 1.13 0.584
H -0.80 1.60 1.79 0.234
```

Properties
- Orbital gap (alpha / beta): 7.6 / 8.6 eV
- HOMO (alpha / beta): -7.73 / -9.26 eV
- Spin multiplicity: 1

=====

C5H13ClNPS | the ωB97M-V functional and the def2-TZVPD basis

```
22
Properties=species:S:1:pos:R:3:mulliken_charge:R:1
C 2.12 -1.47 -0.22 -1.836
C 1.80 0.26 1.20 -1.489
C -2.65 0.40 0.64 -1.086
C -1.20 1.63 -0.99 -0.862
C 1.29 -0.17 -0.20 0.385
N -1.34 0.47 -0.04 0.166
P -0.42 -0.82 -0.04 0.367
S -0.90 -2.19 1.21 -0.340
Cl -0.75 -1.38 -2.68 -0.461
H 1.86 -2.02 -1.09 0.448
H 3.10 -1.17 -0.42 0.527
H 2.01 -2.11 0.65 0.439
H 1.60 1.33 1.29 0.307
H 2.84 0.17 1.34 0.517
H 1.44 -0.34 2.01 0.408
H -3.25 0.90 -0.02 0.381
H -2.98 -0.63 0.86 0.419
H -2.62 0.96 1.56 0.281
H -0.18 1.80 -1.44 0.243
H -1.84 1.37 -1.95 0.354
H -1.36 2.66 -0.54 0.341
H 1.45 0.36 -1.15 0.491
```

Properties
- Orbital gap: 8.9 eV
- HOMO: -9.46 eV
- Spin multiplicity: 1

=====

C5H13FNO | the ωB97M-V functional and the def2-TZVPD basis

```
21
Properties=species:S:1:pos:R:3:mulliken_charge:R:1
C 1.72 -0.74 -1.11 -1.498
C 1.73 0.69 1.02 -1.390
C -1.47 0.44 0.98 -0.828
C -0.64 -0.62 0.41 -0.364
C 1.07 0.10 -0.18 1.256
N -2.17 1.04 -0.17 -0.222
O -1.26 -1.29 -0.65 -0.615
F 0.49 1.21 -0.95 -0.436
H 2.50 -1.32 -0.49 0.342
H 1.13 -1.41 -1.67 0.404
H 2.29 -0.22 -1.87 0.400
H 2.79 0.74 0.69 0.427
H 1.21 1.60 1.30 0.332
H 1.60 -0.12 1.81 0.317
H -0.95 1.20 1.53 0.310
H -2.28 0.15 1.76 0.372
H -0.18 -1.29 1.06 0.743
H -3.05 1.44 0.10 0.335
H -2.22 0.06 -0.76 0.412
H -1.55 1.65 -0.69 0.308
H -1.29 -2.24 -0.39 0.395
```

Properties
- Orbital gap: 10.1 eV
- HOMO: -13.36 eV
- Spin multiplicity: 1
- Charge: +1

=====

C5H13I2NOP | the ωB97M-V functional and the def2-TZVPD basis

```
23
Properties=species:S:1:pos:R:3:mulliken_charge:R:1
C 2.17 -0.72 0.64 -0.826
C 1.67 -0.99 -1.65 -1.210
C 1.58 1.18 -0.74 -1.079
C -1.36 0.56 1.16 -0.271
C -2.34 1.54 1.10 0.175
N 1.38 -0.24 -0.48 -0.135
O -2.78 2.03 2.17 -0.383
P -0.72 -0.12 -0.37 -0.020
I -2.94 2.19 -0.81 0.165
I -3.67 -2.32 -0.24 -0.033
H 2.03 0.04 1.41 0.359
H 1.66 -1.66 1.00 0.330
H 3.10 -1.01 0.20 0.326
H 1.19 -0.58 -2.47 0.396
H 2.70 -0.94 -1.79 0.473
H 1.39 -1.94 -1.35 0.508
H 0.99 1.72 -0.10 0.518
H 2.71 1.30 -0.79 0.384
H 1.20 1.36 -1.77 0.377
H -1.01 0.17 2.05 0.452
H -3.40 2.76 2.16 0.384
H -0.67 -1.49 0.05 -0.018
H -4.87 -2.87 0.63 0.130
```

Properties
- Orbital gap: 8.6 eV
- HOMO: -12.55 eV
- Spin multiplicity: 1
- Charge: +1

=====

C5H13IN | the ωB97M-V functional and the def2-TZVPD basis

```
20
Properties=species:S:1:pos:R:3:mulliken_charge:R:1
C 0.43 0.90 0.94 -0.712
N 0.11 -0.18 0.03 -0.172
C 0.93 -1.37 0.42 -1.009
C 0.63 0.23 -1.29 -0.778
C -1.32 -0.48 -0.03 -1.257
C -2.31 0.64 -0.55 -1.059
I -4.24 0.03 0.10 0.159
H 0.01 1.87 0.49 0.363
H -0.07 0.94 1.97 0.308
H 1.51 0.88 1.11 0.377
H 1.05 -2.06 -0.36 0.419
H 1.95 -1.01 0.60 0.423
H 0.60 -1.89 1.24 0.423
H 0.42 -0.42 -2.15 0.319
H 0.09 1.19 -1.46 0.436
H 1.74 0.44 -1.09 0.372
H -1.49 -1.36 -0.49 0.758
H -1.66 -0.83 0.97 0.611
H -2.01 1.57 -0.28 0.508
H -2.19 0.54 -1.59 0.509
```

Properties
- Orbital gap: 10.1 eV
- SMILES: C[N+](C)(C)CCI
- HOMO: -13.08 eV
- Spin multiplicity: 1
- Charge: +1

=====

Relative energy (zero: lowest compared OMol25 entry of this formula, charge and spin) for every record listed, in sequence, given in kcal/mol: 103.0 57.9 27.1 67.3 30.4 61.9 58.0 45.0 18.6 20.7 65.0 101.0 80.2 0.0 38.0 87.3 35.7 24.8 3.1 36.0.